(1)
{"formula": "C12H17CsN2O2S3", "method": "ωB97M-V/def2-TZVPD", "symbols": ["Cs", "O", "N", "N", "O", "C", "C", "C", "C", "C", "C", "H", "H", "H", "H", "H", "C", "C", "S", "C", "C", "S", "C", "C", "S", "H", "H", "H", "H", "H", "H", "H", "H", "H", "H", "H", "H"], "positions_angstrom": [[-0.0560, 3.1244, -1.6499], [-2.3464, -0.3496, -1.5912], [-1.6448, 0.5319, -2.1364], [-0.6398, 0.1541, -2.8527], [0.0824, 1.1029, -3.4517], [-0.2381, -1.2106, -3.1099], [-0.6441, -2.3196, -2.3681], [-0.1419, -3.5737, -2.6923], [0.7430, -3.7426, -3.7448], [1.1396, -2.6338, -4.4796], [0.6590, -1.3746, -4.1628], [-1.3392, -2.2084, -1.5570], [-0.4578, -4.4296, -2.1092], [1.1217, -4.7262, -3.9923], [1.8304, -2.7449, -5.3060], [0.9694, -0.5016, -4.7142], [0.2422, 2.5000, 4.1892], [-1.1661, 2.4628, 3.6090], [-1.2319, 2.6236, 1.8011], [-1.8925, 1.0148, 1.2845], [-0.9109, -0.1486, 1.3204], [0.5498, 0.0981, 0.2568], [1.9338, 0.0636, 1.4226], [2.0788, 1.2429, 2.3782], [1.2142, 0.9901, 3.9682], [0.1792, 2.6282, 5.2714], [0.8085, 3.3467, 3.8001], [-1.7525, 3.2833, 4.0257], [-1.6614, 1.5288, 3.8725], [-2.2624, 1.1452, 0.2678], [-2.7595, 0.7986, 1.9107], [-1.4242, -1.0336, 0.9440], [-0.5520, -0.3387, 2.3295], [2.8015, 0.0452, 0.7592], [1.9298, -0.8846, 1.9619], [1.7051, 2.1572, 1.9215], [3.1330, 1.3782, 2.6237]], "gap_ev": 6.682, "mol_weight_da": 450.386, "homo_ev": -6.988}

=====

(2)
{"formula": "C12H17IO", "method": "ωB97M-V/def2-TZVPD", "symbols": ["C", "C", "C", "C", "C", "C", "C", "C", "C", "C", "C", "C", "O", "I", "H", "H", "H", "H", "H", "H", "H", "H", "H", "H", "H", "H", "H", "H", "H", "H", "H"], "positions_angstrom": [[1.4234, 0.4960, 0.9172], [0.5244, 1.9887, -0.6998], [2.5617, 1.2035, 0.9083], [1.6972, 2.6719, -0.7078], [0.3755, 0.8344, 0.0899], [2.7860, 2.3343, 0.0668], [-1.3638, -0.5292, 2.9766], [0.1860, -2.0752, -0.7661], [-2.1888, -1.9890, 0.0058], [-1.4187, -0.9480, -2.2393], [-0.8949, 0.0605, 0.0061], [-1.0484, -1.2148, -0.7016], [3.9311, 3.0297, 0.3152], [-2.6706, 1.4027, -0.0061], [1.3360, -0.3896, 1.5136], [-0.2020, 2.4992, -1.3075], [3.2759, 1.1511, 1.7853], [1.7429, 3.5777, -1.3939], [-2.3813, -0.5763, 3.1956], [-0.6905, 0.2544, 2.6993], [-0.7388, -1.3271, 3.2466], [-0.2009, -3.2070, -1.0907], [0.7231, -2.2844, 0.1663], [0.8297, -1.5538, -1.4810], [-1.9435, -1.8015, 1.0291], [-3.1124, -1.5357, -0.2615], [-2.1461, -2.9886, -0.1094], [-2.3016, -0.4230, -2.3605], [-0.6195, -0.3118, -2.7149], [-1.5306, -2.0713, -2.7341], [4.0593, 3.7223, -0.3473]], "gap_ev": [8.424, 7.710], "relative_energy_ev": 3.987, "mol_weight_da": 304.171, "homo_ev": [-8.565, -7.507]}

=====

(3)
{"formula": "C12H17N", "method": "ωB97M-V/def2-TZVPD", "symbols": ["C", "C", "H", "H", "H", "H", "H", "H", "C", "C", "C", "C", "C", "C", "C", "C", "C", "C", "N", "H", "H", "H", "H", "H", "H", "H", "H", "H", "H", "H"], "positions_angstrom": [[-2.0498, 2.2607, 2.5777], [-2.1778, 0.8331, 1.9817], [-3.0247, 2.6623, 2.9696], [-1.3467, 2.4961, 3.3976], [-1.7534, 2.7937, 1.6795], [-2.2456, 0.1575, 2.8397], [-1.3676, 0.6480, 1.2922], [-3.2043, 0.7392, 1.5608], [2.2413, 1.0189, -1.3394], [3.3315, 0.5289, -2.3028], [1.7470, -0.1425, -0.4985], [2.0730, -0.6016, 0.7320], [0.4985, -0.8164, -0.9182], [0.0863, -1.5367, 0.2270], [-0.4342, -0.6525, -1.9726], [-1.1316, -2.1692, 0.4351], [-1.6974, -1.2136, -1.7297], [-2.1174, -1.7319, -0.5015], [1.1359, -1.5784, 1.1710], [2.5806, 1.8639, -0.7218], [1.3978, 1.4224, -1.9338], [4.1694, 0.1104, -1.7440], [3.0734, -0.6591, 1.1702], [0.8815, -1.5537, 2.1418], [-0.1566, -0.2595, -2.9265], [-1.5063, -2.8163, 1.2227], [-2.3646, -1.1136, -2.6008], [-3.1471, -1.7881, -0.2038], [3.5314, 1.3511, -3.0185], [2.9774, -0.2528, -2.9865]], "total_charge": -1, "gap_ev": [3.260, 6.666], "s_squared": 0.772, "relative_energy_ev": 1.288, "mol_weight_da": 175.275, "spin_multiplicity": 2, "homo_ev": [0.443, -3.092]}

=====

(4)
{"formula": "C12H17N", "method": "ωB97M-V/def2-TZVPD", "symbols": ["C", "C", "C", "C", "C", "C", "C", "C", "C", "N", "H", "H", "H", "H", "H", "H", "H", "H", "H", "C", "C", "C", "H", "H", "H", "H", "H", "H", "H", "H"], "positions_angstrom": [[-1.9499, 1.2682, 0.5960], [1.6226, 1.3659, 1.7661], [0.3968, 0.6543, 1.5930], [-0.5233, 1.5367, 0.9745], [0.1242, 2.7401, 0.7448], [2.6243, -0.6104, 2.7308], [2.7535, 0.7479, 2.2937], [1.4215, -1.2876, 2.6428], [0.2595, -0.6510, 2.1340], [1.4515, 2.5999, 1.1981], [3.4617, -1.1282, 3.1979], [3.7394, 1.1955, 2.3145], [1.3688, -2.3393, 2.9183], [-0.6258, -1.2615, 2.0500], [2.0197, 3.4205, 1.3148], [-0.2351, 3.6371, 0.2645], [-2.0621, 1.3866, -0.4852], [-2.6145, 1.9791, 1.1076], [-2.3292, 0.3247, 0.9800], [-1.4320, -1.3905, -2.3682], [0.0493, -1.6571, -2.0379], [-1.7509, -1.1518, -3.8746], [-1.9328, -2.2686, -1.9735], [-1.7078, -0.4832, -1.8380], [0.1939, -1.3782, -0.9972], [-0.8169, -0.8636, -4.3500], [-2.0068, -2.1081, -4.3268], [-2.5873, -0.4751, -3.9699], [0.2897, -2.7168, -2.0096], [0.7983, -1.0854, -2.5907]], "total_charge": -1, "gap_ev": [2.738, 6.134], "s_squared": 0.771, "relative_energy_ev": 0.403, "mol_weight_da": 175.275, "spin_multiplicity": 2, "homo_ev": [0.683, -2.735]}

=====

(5)
{"formula": "C12H17N", "method": "ωB97M-V/def2-TZVPD", "symbols": ["C", "C", "C", "C", "C", "C", "C", "C", "C", "C", "C", "C", "N", "H", "H", "H", "H", "H", "H", "H", "H", "H", "H", "H", "H", "H", "H", "H", "H", "H"], "positions_angstrom": [[2.1655, -0.3760, -2.4998], [1.6428, -0.7434, -1.4380], [-1.4881, 2.3221, -0.6884], [-2.5223, 1.4287, -0.5827], [-0.2900, 1.7080, -0.5168], [-1.9166, 0.2322, -0.2237], [1.0428, 2.2682, -0.6762], [-2.5626, -1.0571, 0.2768], [0.9254, -0.2886, 2.2349], [0.3612, -2.3473, -0.1491], [1.7405, -0.6084, 1.0094], [1.0618, -1.0836, -0.2346], [-0.6056, 0.4175, -0.2229], [2.5768, -0.2849, -3.4803], [-1.7096, 3.2785, -1.1021], [-3.6159, 1.5504, -0.5581], [1.5886, 1.9165, 0.1736], [1.5551, 2.0342, -1.5877], [1.1339, 3.3569, -0.5046], [-2.0441, -1.9335, -0.1252], [-2.5145, -0.9861, 1.3665], [-3.6555, -0.9196, 0.1665], [1.4548, -0.4510, 3.2457], [-0.0360, -0.8759, 2.3275], [0.7107, 0.8526, 2.4317], [-0.4356, -2.2899, 0.6274], [-0.0953, -2.6957, -1.0725], [0.9792, -3.2883, -0.1113], [2.3722, -1.5286, 1.2257], [2.1804, 0.3922, 0.6883]], "gap_ev": 5.821, "relative_energy_ev": 6.649, "mol_weight_da": 175.275, "homo_ev": -6.803}

=====

(6)
{"formula": "C12H17N", "method": "ωB97M-V/def2-TZVPD", "symbols": ["C", "C", "C", "N", "C", "C", "C", "C", "C", "C", "H", "H", "H", "H", "H", "H", "H", "H", "H", "C", "C", "C", "H", "H", "H", "H", "H", "H", "H", "H"], "positions_angstrom": [[-2.3341, 1.5239, -0.5368], [-2.1507, -0.0391, -0.5195], [-2.7891, -1.0773, -1.1160], [-2.1228, -2.2967, -0.8775], [-1.1267, -1.9490, 0.0438], [-0.0603, -2.7927, 0.5841], [1.0426, -2.1817, 1.1524], [0.9712, -0.7813, 1.4060], [-0.0098, 0.0171, 1.0399], [-1.1254, -0.5189, 0.3174], [-3.3658, 1.9363, -0.3494], [-1.9869, 1.8395, -1.4703], [-1.7496, 1.9185, 0.0666], [-3.7431, -1.0423, -1.6334], [-2.6950, -3.0806, -1.1119], [-0.1587, -3.9194, 0.4673], [2.0042, -2.7746, 1.3004], [1.9740, -0.3783, 1.8876], [-0.0502, 1.0146, 1.2251], [1.8474, 3.2946, -1.0460], [2.4135, 2.1201, -0.1357], [3.8215, 2.3206, 0.2538], [0.8829, 3.0423, -1.5502], [2.4739, 3.5177, -1.9376], [1.5443, 4.1824, -0.5557], [1.8131, 2.1628, 0.8383], [2.2860, 1.2118, -0.6663], [4.4936, 2.3049, -0.6624], [3.8213, 3.1659, 0.9325], [4.3137, 1.3578, 0.7019]], "gap_ev": 8.787, "relative_energy_ev": 3.009, "mol_weight_da": 175.275, "homo_ev": -7.860}

=====

(7)
{"formula": "C12H17N", "method": "ωB97M-V/def2-TZVPD", "symbols": ["C", "C", "C", "N", "C", "C", "C", "C", "C", "C", "H", "H", "H", "H", "H", "H", "H", "H", "H", "C", "C", "C", "H", "H", "H", "H", "H", "H", "H", "H"], "positions_angstrom": [[0.2345, -2.9545, -1.4652], [-0.5422, -1.8528, -1.9178], [-1.7428, -1.8757, -2.6750], [-2.0260, -0.5500, -2.9972], [-0.9659, 0.2460, -2.5344], [-0.8466, 1.7137, -2.6814], [0.1403, 2.2971, -1.7884], [1.1070, 1.3760, -1.2938], [1.0297, 0.0651, -1.2232], [-0.0685, -0.5493, -1.7904], [-0.3358, -3.7774, -0.8950], [1.1218, -2.7407, -0.8913], [0.6485, -3.4451, -2.3623], [-2.3458, -2.7501, -2.9331], [-2.4531, -0.2504, -3.8427], [-1.4457, 2.2983, -3.4163], [0.3682, 3.3583, -1.8399], [1.7987, 1.8636, -0.6109], [1.7077, -0.6327, -0.7652], [0.2928, 1.4385, 4.5605], [-0.0650, 0.9558, 3.0905], [0.8768, -0.1341, 2.5775], [1.3657, 1.5316, 4.7774], [-0.1893, 0.8458, 5.4712], [0.0772, 2.4476, 4.7414], [-1.0831, 0.5022, 3.1178], [-0.0342, 1.8956, 2.3686], [0.2778, -0.9085, 2.1193], [1.5918, 0.2174, 1.7402], [1.5058, -0.6314, 3.3592]], "gap_ev": 8.549, "relative_energy_ev": 2.443, "mol_weight_da": 175.275, "homo_ev": -7.691}

=====

(8)
{"formula": "C12H17N", "method": "ωB97M-V/def2-TZVPD", "symbols": ["C", "C", "C", "N", "C", "C", "C", "C", "C", "C", "H", "H", "H", "H", "H", "H", "H", "H", "H", "C", "C", "C", "H", "H", "H", "H", "H", "H", "H", "H"], "positions_angstrom": [[-3.2360, 1.1925, -0.4811], [-1.9716, 1.4007, 0.2966], [-1.9521, 1.6398, 1.6387], [-0.6613, 1.8874, 2.1119], [0.1851, 1.6375, 1.0558], [1.5862, 1.8811, 0.9369], [2.1323, 1.5772, -0.2938], [1.4182, 0.9390, -1.3438], [0.0601, 0.8206, -1.2183], [-0.5625, 1.3630, -0.0895], [-3.4131, 0.1566, -0.7506], [-3.2326, 1.8536, -1.3473], [-4.0399, 1.6251, 0.1206], [-2.8319, 1.8199, 2.2394], [-0.5142, 1.7495, 3.0978], [2.0605, 2.1711, 1.8642], [3.1889, 1.7824, -0.4263], [2.0112, 0.4835, -2.1224], [-0.4136, 0.2856, -2.0319], [1.6176, -4.8851, -0.2417], [0.9120, -3.4934, -0.2158], [0.4231, -3.0595, -1.5843], [2.6659, -4.7431, -0.4947], [1.2266, -5.4722, -1.0735], [1.5479, -5.2811, 0.7685], [0.0378, -3.5815, 0.4351], [1.6470, -2.8340, 0.2460], [-0.1200, -2.1169, -1.4642], [1.2680, -2.8718, -2.2559], [-0.2539, -3.7203, -2.1246]], "gap_ev": 8.819, "relative_energy_ev": 1.020, "mol_weight_da": 175.275, "homo_ev": -7.923}

=====

Respective strongest force on any atom values: 0.6, 4.3, 3.1, 1.9, 5.3, 9.5, 5.0, 2.2 eV Å⁻¹.